This record from OMol25 describes a structure of composition C35H40KN4O4PSSe2 in a non-equilibrium geometry. The level of theory is wB97M-V/def2-TZVPD.

Geometry as XYZ:
```
88
Properties=species:S:1:pos:R:3:mulliken_charge:R:1
K 1.009 0.823 -0.762 0.3633
C -0.111 2.410 -4.207 -1.1602
C 0.966 3.175 -3.486 1.0065
C 0.735 4.552 -3.222 -0.6339
C 1.698 5.266 -2.585 -0.7881
C 2.904 4.639 -2.196 1.3468
C 3.922 5.376 -1.551 -0.8455
C 5.067 4.723 -1.183 -0.4526
C 5.217 3.353 -1.425 -0.5202
C 4.245 2.563 -2.035 0.2923
S 4.498 0.860 -2.211 -0.4390
C 3.048 3.254 -2.464 -0.9340
N 2.065 2.558 -3.120 0.1353
H -0.410 2.939 -5.117 0.4432
H -1.007 2.300 -3.587 0.1811
H 0.220 1.410 -4.463 0.0759
H -0.206 5.002 -3.517 0.2294
H 1.561 6.318 -2.354 0.3103
H 3.761 6.427 -1.340 0.2737
H 5.864 5.257 -0.676 0.3126
H 6.122 2.853 -1.102 0.3507
C 2.883 -0.976 -4.663 -1.1976
Se 1.438 -0.841 -3.377 0.3245
C 1.048 -2.745 -3.299 -0.3625
C 2.120 -3.541 -2.565 -0.7870
Se 1.975 -3.412 -0.626 0.0619
C 0.395 -4.532 -0.480 -0.4040
H 2.536 -1.507 -5.551 0.3753
H 3.764 -1.447 -4.235 0.3041
H 3.161 0.046 -4.905 0.2804
H 0.912 -3.128 -4.313 0.4167
H 0.087 -2.822 -2.791 -0.1467
H 3.116 -3.171 -2.798 0.2450
H 2.093 -4.602 -2.824 0.5140
H 0.596 -5.530 -0.868 0.4941
H -0.445 -4.083 -1.010 0.0430
H 0.129 -4.601 0.574 -0.0874
N -1.625 3.868 -0.725 -0.7185
C -0.793 4.673 0.166 -0.7588
C 0.447 3.980 0.785 0.6856
O 1.008 4.587 1.717 -0.8565
O 0.746 2.847 0.305 -0.5247
H -1.764 2.970 -0.277 0.2442
H -1.062 3.631 -1.534 0.1583
H -1.395 5.058 0.993 0.3937
H -0.436 5.553 -0.377 0.2905
O -2.552 -0.846 -2.949 -0.8569
C -1.950 -0.964 -1.862 -0.3047
O -0.924 -0.361 -1.459 0.7072
C -2.573 -2.043 -0.947 -1.1923
P -1.784 -2.302 0.675 1.0114
C -2.463 -0.919 1.674 0.3681
C -2.963 0.254 1.113 -0.2335
C -3.368 1.309 1.925 -0.5641
C -3.287 1.204 3.306 -0.5256
C -2.800 0.035 3.874 -0.6202
C -2.386 -1.010 3.064 -0.5186
C -2.801 -3.670 1.369 0.3238
C -2.171 -4.534 2.265 -0.2945
C -2.859 -5.582 2.866 -0.8169
C -4.195 -5.792 2.566 -0.4199
C -4.835 -4.947 1.666 -0.6969
C -4.146 -3.899 1.076 -0.3107
H -2.524 -2.995 -1.485 0.7505
H -3.634 -1.793 -0.858 0.5183
H -3.010 0.369 0.037 0.2466
H -3.730 2.223 1.467 0.3957
H -3.584 2.036 3.934 0.3493
H -2.711 -0.057 4.951 0.3503
H -1.968 -1.903 3.524 0.2552
H -1.121 -4.375 2.493 0.3111
H -2.345 -6.235 3.562 0.3834
H -4.737 -6.610 3.027 0.3441
H -5.880 -5.105 1.426 0.3902
H -4.662 -3.245 0.386 0.2689
N 1.438 -0.322 6.147 -0.6518
C 1.316 -0.338 4.752 1.1140
C 1.494 -1.516 4.027 -0.6960
C 1.385 -1.469 2.647 -0.3443
N 1.099 -0.370 1.956 0.2970
C 0.956 0.758 2.655 -0.3477
C 1.061 0.824 4.036 -0.7591
H 1.220 -1.200 6.589 0.2135
H 0.963 0.449 6.588 0.2236
H 1.723 -2.453 4.525 0.3219
H 1.512 -2.375 2.060 -0.0934
H 0.756 1.659 2.077 0.1998
H 0.937 1.780 4.533 0.3681
```

Computed properties:
E: -218240.9471 eV
HOMO energy: -1.051 eV
LUMO: 3.73 eV
energy above the lowest of the compared OMol25 structures with the same formula, charge and spin: 25.11 kcal per mole
F_max: 1.36 eV Å⁻¹
Kohn-Sham gap: 4.786 eV
net charge: -2